(1)
14
Properties=species:S:1:pos:R:3:forces:R:3:mulliken_charge:R:1 method="wB97M-V/def2-TZVPD" fmax_ev_per_a=5.59 smiles="CC=C=O.N=C=CF" homo_lumo_gap_ev=8.788 de_lowest_ev=4.9177 e_tot_ev=-11533.23948 charge=0 homo_ev=-8.5
C -1.896 -0.702 1.149 0.6976 -0.5587 -0.2100 0.686
H -0.190 -0.151 0.042 -0.7130 -0.3882 0.2606 0.128
H 3.583 0.562 0.923 0.5599 -0.4832 -0.3545 0.285
O -2.652 -0.704 2.030 -0.1834 0.3281 -0.0107 -0.385
C 1.094 2.227 -0.147 -0.0288 -0.2280 -0.5035 -0.298
H -0.332 -2.510 -1.286 -1.0041 0.7845 1.0357 0.255
C -1.032 -0.834 0.167 0.3696 -1.2171 -0.0480 -0.270
H -1.518 -1.177 -1.834 0.7255 -2.1697 1.5377 0.211
C 2.020 1.528 0.466 -0.8492 0.7286 0.0487 0.404
F -0.221 1.840 -0.278 1.2725 0.9244 0.0333 -0.217
N 2.944 1.277 1.207 0.1345 -0.2780 0.8895 -0.443
H 1.508 3.080 -0.690 -0.9527 -0.1544 -0.1648 0.294
H -2.074 -2.511 -0.837 -1.7633 -1.5201 0.6937 0.396
C -1.233 -1.926 -0.912 1.7347 4.2318 -3.2078 -1.046

***

(2)
17
Properties=species:S:1:pos:R:3:forces:R:3:lowdin_spin:R:1 method="wB97M-V/def2-TZVPD" multiplicity=2 fmax_ev_per_a=5.33 homo_lumo_gap_ev="8.075 / 5.092" e_tot_ev=-18843.27647 charge=+1 homo_ev="-12.2 / -12.2"
H 0.128 -1.505 2.041 0.1999 -0.4800 -0.1929 0.000
O 0.984 -0.368 0.631 0.0868 -2.8138 3.2089 0.011
H -2.388 -1.992 1.768 0.0752 0.0243 -0.2942 0.013
O -3.865 0.040 0.931 2.4003 -1.5082 -0.9272 0.353
C -0.820 -2.023 0.192 -0.7855 -0.2289 -0.9589 0.059
H 1.180 -2.408 0.922 -0.3012 0.4369 -0.0978 0.003
C -2.102 -1.545 0.803 1.6521 -1.6684 1.1129 0.384
H -2.632 -0.168 -0.711 -0.2850 -0.2027 0.3104 -0.002
Li -2.736 0.181 2.385 -0.0774 0.3872 0.7192 0.004
C -0.097 1.510 2.061 -0.9924 3.8601 0.0690 0.001
O 0.392 2.439 1.525 0.4110 -2.4010 0.6808 0.002
In 0.631 0.898 -0.700 -0.4957 3.1076 -4.2970 0.016
H -0.808 -3.125 0.123 -0.2089 0.3428 0.1892 0.017
H -0.727 -1.658 -0.845 -0.1392 -0.1529 0.2482 -0.001
O -0.924 1.006 2.728 0.5325 -1.5845 -0.3285 0.006
C -2.881 -0.548 0.300 -2.7534 2.8691 -1.0090 0.098
C 0.426 -1.599 0.977 0.6809 0.0124 1.5670 0.034

***

(3)
18
Properties=species:S:1:pos:R:3:forces:R:3:lowdin_spin:R:1 method="wB97M-V/def2-TZVPD" multiplicity=6 fmax_ev_per_a=5.22 homo_lumo_gap_ev="6.774 / 9.178" de_lowest_ev=0.0000 e_tot_ev=-31758.44637 charge=+3 homo_ev="-21.1 / -21.2"
H -2.938 1.933 -0.320 -0.2806 -0.2745 -0.0068 0.000
H -3.959 0.034 1.907 -0.0638 0.2044 -0.1647 0.000
O 1.395 -1.642 0.069 -0.5975 1.9412 -0.5878 -0.100
H 4.902 0.327 1.212 -0.2201 0.1844 -0.1228 0.000
C -3.063 1.003 0.237 0.7578 0.2231 0.1428 0.000
Li -3.866 -2.151 0.320 -0.3975 -0.2627 0.0849 0.000
Sm 0.904 1.294 -0.630 -0.0604 2.2885 -0.8840 5.360
O 3.240 -0.622 0.540 -1.4317 0.2894 -0.4931 -0.074
O -2.255 -1.249 0.242 0.6652 0.1318 -0.1960 0.000
C -2.047 -0.037 -0.032 -3.1085 -0.5033 0.7534 -0.001
C -3.944 0.896 1.235 -0.1333 -0.0758 0.0093 0.000
H -4.666 1.688 1.431 0.1914 -0.1527 0.0329 0.000
Li -0.409 -1.953 -0.300 -0.1775 -0.5484 0.1045 -0.003
H 3.393 1.264 1.417 0.1676 -0.1368 0.1398 -0.002
H 4.145 1.096 -0.214 0.2127 -0.1445 0.0730 -0.001
C 1.984 -0.551 0.115 2.2815 -4.4141 1.6151 -0.158
C 3.951 0.597 0.745 0.4380 0.8789 -0.0011 -0.005
O -0.979 0.290 -0.630 1.7565 0.3712 -0.4994 -0.016

***

(4)
17
Properties=species:S:1:pos:R:3:forces:R:3:mulliken_charge:R:1 method="wB97M-V/def2-TZVPD" fmax_ev_per_a=4.65 homo_lumo_gap_ev="5.854 / 5.818" e_tot_ev=-34374.83487 charge=0 homo_ev="-6.9 / -6.9"
H 0.542 1.440 1.250 0.2728 -0.1241 -0.0668 0.459
Sc -0.583 -2.799 -1.208 -0.1348 2.6346 0.6149 0.148
H 1.939 0.084 -1.183 -0.1199 0.1481 0.1257 0.244
C -0.200 0.400 -1.303 0.4495 0.7728 -0.8159 -0.413
H 1.445 1.788 -1.201 -0.1059 -0.2589 0.0353 0.296
H -0.149 0.211 -2.391 -0.0692 0.2013 0.2465 0.253
C -2.809 -0.099 0.357 -0.3632 0.2697 4.6237 0.815
Li -0.479 -0.871 1.559 0.8429 0.3663 0.1005 0.850
O -2.527 -1.071 1.005 -0.7341 0.5848 -1.7093 -0.525
O 1.277 -0.776 2.528 -0.3074 -0.0656 -0.5469 -0.861
H 2.326 -1.043 0.780 0.1055 0.2737 0.1237 0.292
C 1.197 0.797 -0.785 0.1672 0.0004 0.0075 -0.349
O -0.750 -0.717 -0.650 0.1534 -2.7106 -0.7478 -0.170
O -3.245 0.988 0.313 0.7526 -1.2708 -2.1253 -0.321
C 1.677 -0.353 1.363 -0.7640 -0.3026 0.2888 -0.299
H -0.868 1.268 -1.146 0.0709 -0.2998 -0.0780 0.234
C 1.209 0.752 0.713 -0.2163 -0.2192 -0.0765 -0.654

***

(5)
12
Properties=species:S:1:pos:R:3:forces:R:3:mulliken_charge:R:1 method="wB97M-V/def2-TZVPD" fmax_ev_per_a=7.06 homo_lumo_gap_ev="6.494 / 6.493" de_lowest_ev=6.3821 e_tot_ev=-6758.79541 charge=+1 homo_ev="-14.8 / -14.8"
H -1.182 2.386 1.247 -0.1994 0.5057 0.2037 0.295
H -2.414 1.648 -0.067 -0.5547 0.2244 -0.0123 0.298
C -0.501 -0.980 -0.656 -0.5105 0.1907 -0.0921 -0.363
C 1.125 0.288 0.452 -0.2224 0.4665 0.1631 -0.104
N 0.744 -1.661 -0.631 0.5040 -1.3312 -0.6066 -0.329
C -1.498 1.696 0.488 4.8822 -4.9176 -1.3480 -0.136
C 1.650 -0.967 -0.055 -0.1986 0.1364 0.0604 -0.413
H -1.287 -1.589 -0.192 0.1264 0.0640 0.0311 0.309
H -0.815 -0.812 -1.693 0.0856 0.0285 0.0746 0.304
H 1.676 1.036 0.988 0.0118 0.2484 0.1558 0.431
H 2.669 -1.303 0.042 0.1159 -0.0815 0.0059 0.423
C -0.168 0.257 0.077 -4.0404 4.4656 1.3643 0.284

***

(6)
12
Properties=species:S:1:pos:R:3:forces:R:3:mulliken_charge:R:1 method="wB97M-V/def2-TZVPD" fmax_ev_per_a=4.51 smiles="C#C[C@H]1C=[N+]1C" homo_lumo_gap_ev=9.868 de_lowest_ev=4.9970 e_tot_ev=-6760.18054 charge=+1 homo_ev=-14.9
N -0.136 -0.575 0.028 0.9932 1.1196 -1.1801 0.141
C 1.295 1.275 1.068 0.2684 -0.6376 -0.7355 -0.584
C -0.957 -0.535 -1.151 -1.5602 0.5639 1.7870 -0.665
C 0.124 -0.986 1.152 2.0872 1.7225 -2.0215 -0.079
C 1.208 -0.104 0.587 -3.5775 2.0405 1.8304 -0.297
H 1.969 -0.520 0.074 2.7158 -1.3914 -1.2382 0.429
H -0.643 -1.222 -1.853 0.8600 -1.9535 -1.2227 0.357
H 1.557 3.210 2.063 0.2441 1.7687 0.5647 0.441
C 1.476 2.408 1.425 -0.4282 -2.1571 -0.2061 0.154
H -1.964 -0.766 -0.791 0.0052 0.2286 -0.5363 0.311
H -0.273 -1.643 1.786 -1.4444 -2.4095 2.9172 0.475
H -0.858 0.402 -1.641 -0.1635 1.1053 0.0410 0.317

***

(7)
12
Properties=species:S:1:pos:R:3:forces:R:3:mulliken_charge:R:1 method="wB97M-V/def2-TZVPD" fmax_ev_per_a=3.47 homo_lumo_gap_ev=9.578 de_lowest_ev=7.8582 e_tot_ev=-6757.31928 charge=+1 homo_ev=-15.8
C 0.971 1.039 -0.550 0.7963 0.8089 -0.9179 -0.123
C 0.854 -1.096 -2.196 0.5382 -2.2537 -2.4885 -0.363
C 0.643 -0.242 -1.304 0.0628 3.1243 1.5197 0.195
H 1.973 1.219 -0.132 -0.6338 -0.4503 0.0436 0.291
H 0.369 1.872 -0.858 0.4143 0.6726 -0.4733 0.251
H 0.387 -0.704 1.989 -0.9593 0.9160 -0.8368 0.265
N 0.064 0.076 -0.084 -0.4179 -2.0404 1.3956 0.389
H -0.096 -1.947 0.834 -0.4686 1.5374 -0.5458 0.253
H -1.620 0.895 0.990 0.4889 0.5470 0.1621 0.267
C -1.284 0.051 0.417 0.7747 -0.4043 2.5498 -0.401
H -2.081 -0.326 -0.138 -0.6768 -1.0673 -1.3264 0.290
C -0.180 -0.836 1.034 0.0812 -1.3903 0.9179 -0.315

***

(8)
12
Properties=species:S:1:pos:R:3:forces:R:3:mulliken_charge:R:1 method="wB97M-V/def2-TZVPD" fmax_ev_per_a=5.22 smiles="C/C=[N+]1/C2=C[C@H]21" homo_lumo_gap_ev=8.529 de_lowest_ev=5.9403 e_tot_ev=-6759.23725 charge=+1 homo_ev=-14.3
N 0.795 -0.015 0.683 -4.1474 -0.8546 0.3436 0.256
C -1.532 -0.229 -0.323 2.5952 0.1363 2.1946 -1.100
C 1.826 0.077 -0.195 -0.3446 -0.0563 -3.6508 -0.103
H 1.960 0.769 -0.974 -0.5105 1.1247 -0.9787 0.282
H 3.916 -0.446 0.445 -1.2519 -0.4009 0.1856 0.349
H -2.381 -0.530 0.198 -1.9079 -0.2675 0.2874 0.351
H -1.201 -0.986 -0.970 0.4247 -1.1023 -1.0393 0.376
C 1.996 0.070 1.486 -1.0920 1.6535 4.8260 -0.445
H -1.613 0.678 -0.858 -0.3922 1.1503 -0.5093 0.360
H -0.882 0.073 1.882 0.6734 -0.5125 -1.3952 0.405
C -0.516 -0.076 0.814 1.5702 0.9368 0.3960 0.242
C 2.807 -0.421 0.557 4.3829 -1.8075 -0.6599 0.027

***

(9)
12
Properties=species:S:1:pos:R:3:forces:R:3:mulliken_charge:R:1 method="wB97M-V/def2-TZVPD" fmax_ev_per_a=3.39 homo_lumo_gap_ev="7.524 / 7.141" de_lowest_ev=7.5271 e_tot_ev=-6757.65043 charge=+1 homo_ev="-14.8 / -14.9"
C -0.967 -0.942 -0.088 -0.4358 -0.4031 -0.7451 0.159
H -0.768 -1.271 -1.105 -0.0109 -0.0731 0.0301 0.321
H -2.644 -2.170 0.938 -0.2226 -0.4311 -0.0659 0.401
C -1.914 -1.454 0.652 1.3152 2.0933 2.3139 -0.460
H 1.189 1.587 -0.227 -0.1327 -0.0634 -0.0017 0.325
H 0.124 1.538 1.883 -0.1371 0.1227 -0.0045 0.385
N -0.214 0.162 0.321 -0.3330 -0.0892 0.9902 0.123
C -0.420 0.655 1.574 0.8105 0.4670 -0.7170 0.234
C 0.904 0.563 -0.467 1.0304 0.4472 -1.0690 -0.830
H 1.788 -0.071 -0.327 -0.2281 -0.0828 0.1980 0.363
C -1.107 -0.187 2.341 -1.7028 -2.0968 -1.0616 -0.341
H 0.620 0.490 -1.521 0.0470 0.1091 0.1327 0.321